{
  "formula": "C3H5HgO2",
  "method": "ωB97M-V/def2-TZVPD",
  "orbital_gap_ev": [9.44, 6.36],
  "spin_multiplicity": 2,
  "total_energy_ev": -11458.599,
  "species": ["O", "Hg", "O", "C", "C", "C", "H", "H", "H", "H", "H"],
  "positions_angstrom": [[0.290, 0.179, -0.469], [0.887, 0.263, 1.671], [-1.549, -0.044, 1.660], [-2.164, -0.147, 0.681], [0.309, -0.272, -1.776], [1.605, -0.930, -2.236], [-0.511, -1.013, -1.902], [0.076, 0.564, -2.470], [1.699, -1.941, -1.811], [1.614, -1.058, -3.330], [2.473, -0.303, -1.982]]
}